# 1
{
  "formula": "C5H9NO2",
  "method": "ωB97M-V/def2-TZVPD",
  "homo_ev": -7.207,
  "homo_lumo_gap_ev": 6.47,
  "total_charge": 0,
  "smiles": "CCC(=O)/C(O)=C/N",
  "de_lowest_kcal_mol": 108.7,
  "elements": ["C", "C", "C", "C", "N", "C", "O", "O", "H", "H", "H", "H", "H", "H", "H", "H", "H"],
  "xyz": [[0.96, 0.69, 0.65], [1.61, 1.10, -0.65], [-1.44, -0.16, 0.17], [-0.84, 1.07, 0.43], [0.02, -1.96, -0.58], [-0.59, -1.26, 0.39], [-2.78, -0.28, -0.18], [-1.14, 2.23, 0.33], [-3.31, 0.04, 0.56], [0.31, -2.92, -0.42], [0.02, -1.59, -1.52], [-0.66, -1.81, 1.33], [1.08, 1.45, 1.42], [1.44, -0.19, 1.08], [2.70, 1.17, -0.56], [1.40, 0.37, -1.45], [1.22, 2.06, -1.00]]
}



# 2
{
  "formula": "C2H2N2O",
  "method": "ωB97M-V/def2-TZVPD",
  "homo_ev": [-10.484, -10.481],
  "homo_lumo_gap_ev": [7.67, 7.56],
  "total_charge": 0,
  "de_lowest_kcal_mol": 90.8,
  "elements": ["O", "C", "N", "C", "N", "H", "H"],
  "xyz": [[1.24, 1.20, -0.04], [1.12, -0.03, 0.01], [0.07, -0.81, 0.03], [-1.20, -0.05, -0.01], [-1.15, 1.18, -0.06], [1.97, -0.75, 0.05], [-2.05, -0.75, 0.01]]
}



# 3
{
  "formula": "C37H37Ge2N2O3Pd",
  "method": "ωB97M-V/def2-TZVPD",
  "homo_ev": [-7.218, -7.675],
  "homo_lumo_gap_ev": [6.72, 6.01],
  "total_charge": 0,
  "spin_multiplicity": 2,
  "s_squared": 0.8045,
  "elements": ["Pd", "O", "C", "C", "C", "C", "C", "C", "C", "N", "N", "C", "O", "C", "C", "C", "C", "C", "C", "H", "H", "H", "H", "H", "H", "H", "H", "H", "H", "C", "Ge", "C", "C", "Ge", "C", "C", "C", "C", "C", "C", "C", "C", "C", "C", "C", "C", "H", "H", "H", "H", "H", "H", "H", "H", "H", "H", "H", "H", "H", "H", "H", "H", "H", "H", "H", "C", "C", "O", "C", "C", "C", "C", "C", "C", "H", "H", "H", "H", "H", "H", "H", "H"],
  "xyz": [[0.21, -0.15, 0.54], [0.38, 1.97, 1.52], [0.52, 2.96, 0.77], [1.63, 3.86, 0.96], [1.77, 4.99, 0.23], [0.83, 5.32, -0.79], [-0.22, 4.50, -1.03], [-0.42, 3.29, -0.31], [-1.50, 2.47, -0.65], [-1.63, 1.26, -0.16], [-2.76, 0.61, -0.37], [-2.65, -0.64, 0.13], [-1.63, -1.12, 0.69], [-3.84, -1.52, -0.05], [-3.69, -2.90, 0.01], [-4.78, -3.72, -0.18], [-6.03, -3.17, -0.42], [-6.19, -1.79, -0.48], [-5.09, -0.97, -0.30], [2.33, 3.60, 1.75], [2.60, 5.65, 0.41], [0.96, 6.23, -1.36], [-0.94, 4.74, -1.81], [-2.24, 2.84, -1.37], [-2.71, -3.31, 0.18], [-4.66, -4.80, -0.15], [-6.89, -3.82, -0.56], [-7.16, -1.37, -0.66], [-5.19, 0.11, -0.35], [-1.33, -3.97, 2.75], [0.50, -3.44, 2.28], [1.15, -2.17, 3.62], [1.62, -5.06, 2.41], [0.72, -2.43, 0.11], [2.57, -2.77, -0.50], [2.84, -3.13, -1.81], [4.13, -3.43, -2.22], [5.18, -3.36, -1.31], [4.92, -3.00, 0.00], [3.63, -2.71, 0.40], [-0.45, -3.12, -1.29], [-0.68, -4.50, -1.36], [-1.56, -5.03, -2.30], [-2.22, -4.19, -3.18], [-2.00, -2.82, -3.12], [-1.12, -2.30, -2.18], [-1.29, -4.54, 3.67], [-1.79, -4.59, 1.99], [-1.96, -3.09, 2.89], [0.91, -2.55, 4.62], [0.68, -1.18, 3.50], [2.23, -2.04, 3.56], [1.81, -5.28, 3.45], [2.57, -4.95, 1.89], [1.10, -5.91, 1.97], [2.03, -3.21, -2.53], [4.32, -3.72, -3.25], [6.18, -3.59, -1.63], [5.74, -2.95, 0.72], [3.45, -2.44, 1.43], [-0.17, -5.17, -0.67], [-1.72, -6.10, -2.33], [-2.91, -4.60, -3.90], [-2.52, -2.16, -3.80], [-0.98, -1.22, -2.14], [3.38, 0.33, -2.13], [3.23, 0.43, -0.64], [2.11, 0.53, -0.14], [4.42, 0.48, 0.23], [4.22, 0.54, 1.61], [5.32, 0.56, 2.46], [6.60, 0.53, 1.93], [6.80, 0.49, 0.56], [5.71, 0.47, -0.29], [2.42, 0.07, -2.56], [4.13, -0.41, -2.40], [3.71, 1.30, -2.51], [3.21, 0.56, 2.00], [5.17, 0.59, 3.53], [7.45, 0.55, 2.60], [7.81, 0.48, 0.16], [5.87, 0.42, -1.36]]
}